# 1
{"formula": "C14H34LiNO14", "method": "ωB97M-V/def2-TZVPD", "elements": ["Li", "N", "H", "H", "H", "H", "C", "O", "H", "H", "H", "C", "O", "H", "H", "H", "C", "O", "C", "O", "O", "C", "H", "H", "H", "H", "H", "H", "C", "O", "C", "O", "O", "C", "H", "H", "H", "H", "H", "H", "C", "O", "C", "O", "O", "C", "H", "H", "H", "H", "H", "H", "C", "O", "C", "O", "O", "C", "H", "H", "H", "H", "H", "H"], "coordinates": [[-4.92, 2.39, 11.84], [-2.42, 1.88, 9.89], [-2.60, 2.34, 10.77], [-3.36, 1.68, 9.59], [-1.99, 0.96, 9.87], [-2.05, 2.53, 9.21], [-6.51, 0.62, 9.97], [-5.37, 1.34, 10.07], [-6.77, 0.10, 10.89], [-7.38, 1.24, 9.76], [-6.53, -0.12, 9.16], [-2.14, 3.67, 12.93], [-2.95, 2.55, 12.64], [-1.83, 4.06, 11.96], [-2.59, 4.47, 13.53], [-1.23, 3.40, 13.46], [-3.34, 5.72, 9.30], [-4.07, 6.25, 10.40], [-4.90, 5.58, 11.14], [-5.16, 4.40, 11.01], [-5.38, 6.41, 11.98], [-6.30, 5.88, 13.02], [-2.44, 6.29, 9.07], [-3.92, 5.92, 8.40], [-3.16, 4.67, 9.55], [-6.82, 6.72, 13.50], [-5.69, 5.34, 13.74], [-7.12, 5.30, 12.60], [-0.61, -3.19, 10.48], [-0.35, -2.06, 11.31], [-0.15, -0.79, 10.90], [-0.52, -0.35, 9.80], [0.39, -0.08, 11.93], [1.00, 1.19, 11.68], [-1.12, -4.00, 10.99], [0.36, -3.48, 10.09], [-1.24, -2.85, 9.65], [0.36, 2.02, 11.99], [1.06, 1.51, 10.64], [1.99, 1.22, 12.14], [-4.84, 1.01, 5.84], [-3.65, 0.27, 5.50], [-2.52, 0.55, 6.16], [-2.43, 1.39, 7.04], [-1.51, -0.15, 5.60], [-0.33, -0.14, 6.17], [-5.64, 0.79, 5.13], [-4.65, 2.07, 5.95], [-5.28, 0.67, 6.78], [-0.09, 0.87, 6.51], [0.41, -0.52, 5.46], [-0.34, -0.64, 7.14], [0.99, 5.34, 9.33], [0.26, 5.42, 8.21], [-0.67, 4.48, 7.73], [-1.12, 3.54, 8.27], [-0.84, 4.77, 6.39], [-1.46, 3.80, 5.52], [0.42, 5.87, 10.10], [2.05, 5.51, 9.11], [0.95, 4.29, 9.61], [-1.81, 4.08, 4.53], [-2.39, 3.57, 6.02], [-0.88, 2.88, 5.53]], "nbo_charge": [0.925, -0.926, 0.459, 0.469, 0.446, 0.440, -0.200, -1.060, 0.107, 0.105, 0.106, -0.225, -1.049, 0.100, 0.130, 0.129, -0.256, -0.497, 1.003, -0.702, -0.480, -0.264, 0.194, 0.192, 0.204, 0.203, 0.204, 0.204, -0.247, -0.503, 1.020, -0.700, -0.486, -0.275, 0.210, 0.187, 0.199, 0.210, 0.197, 0.200, -0.268, -0.493, 0.994, -0.667, -0.489, -0.256, 0.201, 0.193, 0.215, 0.177, 0.196, 0.195, -0.250, -0.522, 1.037, -0.637, -0.515, -0.265, 0.197, 0.205, 0.174, 0.214, 0.199, 0.190], "homo_lumo_gap_ev": 7.132, "lumo_ev": 0.46}

=====

# 2
{"formula": "C14H35BBrIO11P3", "method": "ωB97M-V/def2-TZVPD", "elements": ["O", "P", "Br", "B", "O", "C", "C", "I", "O", "H", "H", "H", "H", "H", "O", "P", "O", "C", "C", "O", "C", "C", "O", "C", "C", "H", "H", "H", "H", "H", "H", "H", "H", "H", "H", "H", "H", "H", "H", "H", "O", "P", "O", "C", "C", "O", "C", "C", "O", "C", "C", "H", "H", "H", "H", "H", "H", "H", "H", "H", "H", "H", "H", "H", "H", "H"], "coordinates": [[-3.04, 10.96, 0.01], [-2.57, 10.52, -1.56], [-3.72, 11.85, -3.03], [-3.23, 8.67, -1.81], [-4.16, 8.70, -2.98], [-3.77, 7.52, -3.66], [-2.22, 7.71, -3.59], [-1.28, 5.82, -4.06], [-2.05, 7.87, -2.22], [-3.93, 10.59, 0.09], [-3.90, 8.20, -0.92], [-4.01, 6.67, -2.99], [-4.24, 7.38, -4.64], [-2.04, 8.57, -4.25], [0.81, 2.66, -2.33], [0.36, 1.76, -1.21], [1.26, 2.46, -0.03], [0.90, 3.76, 0.43], [-0.37, 3.74, 1.27], [1.33, 0.47, -1.60], [1.56, 0.13, -2.97], [2.94, 0.57, -3.39], [-0.45, 0.84, -0.09], [0.12, -0.27, 0.62], [1.18, 0.10, 1.62], [0.78, 4.44, -0.42], [1.73, 4.13, 1.03], [-1.23, 3.43, 0.67], [-0.58, 4.72, 1.68], [-0.27, 3.02, 2.09], [0.79, 0.57, -3.61], [1.47, -0.95, -3.05], [3.12, 1.62, -3.14], [3.09, 0.43, -4.46], [3.70, -0.01, -2.86], [0.47, -1.03, -0.07], [-0.72, -0.72, 1.15], [2.11, 0.41, 1.14], [1.41, -0.77, 2.25], [0.85, 0.92, 2.26], [-0.15, -3.98, 1.54], [0.30, -5.22, 2.24], [1.73, -5.52, 1.50], [2.82, -4.63, 1.71], [3.41, -4.76, 3.10], [-0.67, -6.30, 1.46], [-1.97, -5.90, 1.01], [-1.96, -5.70, -0.49], [0.56, -6.29, 3.47], [0.49, -7.71, 3.33], [1.60, -8.32, 2.50], [2.50, -3.60, 1.53], [3.58, -4.87, 0.97], [2.68, -4.46, 3.87], [4.29, -4.14, 3.21], [3.68, -5.80, 3.31], [-2.31, -5.01, 1.53], [-2.66, -6.71, 1.27], [-1.15, -5.03, -0.80], [-2.91, -5.28, -0.83], [-1.80, -6.65, -1.00], [-0.49, -8.03, 2.97], [0.57, -8.10, 4.35], [1.48, -8.09, 1.45], [1.60, -9.41, 2.62], [2.58, -7.94, 2.82]], "nbo_charge": [-0.975, 0.734, -0.363, 0.293, -0.721, -0.114, 0.010, -0.018, -0.734, 0.471, -0.108, 0.156, 0.175, 0.194, -0.911, 2.417, -0.816, -0.072, -0.633, -0.837, -0.056, -0.630, -0.811, -0.040, -0.635, 0.200, 0.179, 0.206, 0.223, 0.200, 0.187, 0.168, 0.229, 0.206, 0.199, 0.195, 0.187, 0.226, 0.208, 0.211, -0.962, 2.461, -0.805, -0.070, -0.634, -0.846, -0.057, -0.630, -0.817, -0.040, -0.637, 0.189, 0.187, 0.203, 0.219, 0.210, 0.189, 0.171, 0.224, 0.212, 0.203, 0.196, 0.182, 0.229, 0.214, 0.210], "total_charge": -1, "homo_lumo_gap_ev": 4.569, "lumo_ev": 0.50}

=====

# 3
{"formula": "C14H35ClF2GaN5O10PS", "method": "ωB97M-V/def2-TZVPD", "elements": ["C", "C", "C", "F", "Ga", "P", "S", "C", "F", "C", "C", "C", "Cl", "C", "C", "H", "H", "H", "H", "H", "H", "H", "H", "H", "H", "H", "H", "H", "H", "H", "H", "H", "H", "H", "H", "C", "N", "O", "O", "H", "H", "H", "C", "N", "O", "O", "H", "H", "H", "C", "N", "O", "O", "H", "H", "H", "C", "N", "O", "O", "H", "H", "H", "C", "N", "O", "O", "H", "H", "H"], "coordinates": [[-3.39, 1.71, -1.33], [-2.03, 2.40, -1.31], [-1.54, 2.80, 0.09], [-1.09, 4.16, 0.03], [-0.06, 1.72, 0.96], [1.82, 1.36, -0.48], [1.58, 1.02, -2.45], [0.67, 2.76, 2.54], [1.35, 3.94, 2.11], [-0.45, 3.18, 3.50], [-0.49, 2.52, 4.89], [-0.69, -0.08, 1.72], [0.40, -1.43, 1.13], [-2.18, -0.44, 1.51], [-2.48, -1.44, 0.38], [-3.31, 0.64, -1.10], [-3.85, 1.79, -2.31], [-4.07, 2.16, -0.60], [-1.29, 1.78, -1.82], [-2.09, 3.33, -1.89], [-2.41, 2.83, 0.77], [2.73, 2.41, -0.26], [2.59, 0.33, 0.10], [1.44, 2.19, 3.09], [-1.42, 3.04, 3.02], [-0.32, 4.27, 3.63], [-0.75, 3.25, 5.65], [0.49, 2.08, 5.14], [-1.24, 1.72, 4.95], [-0.49, -0.07, 2.79], [-2.58, -0.84, 2.45], [-2.73, 0.48, 1.31], [-2.27, -2.47, 0.68], [-1.90, -1.23, -0.52], [-3.54, -1.39, 0.12], [2.06, -2.35, -1.76], [2.82, -3.42, -2.46], [2.24, -4.14, -3.24], [4.02, -3.51, -2.22], [1.03, -2.40, -2.08], [2.17, -2.54, -0.69], [2.51, -1.40, -2.03], [3.31, 1.89, -5.56], [2.12, 2.07, -6.43], [1.65, 1.10, -6.98], [1.70, 3.21, -6.55], [3.56, 0.83, -5.56], [4.09, 2.51, -5.97], [3.03, 2.22, -4.56], [6.86, -5.18, -1.37], [7.49, -4.93, -0.04], [6.95, -4.15, 0.71], [8.51, -5.54, 0.19], [5.96, -4.58, -1.45], [7.59, -4.92, -2.12], [6.64, -6.24, -1.41], [-3.85, -6.64, 0.52], [-3.26, -5.36, 0.04], [-3.99, -4.40, -0.05], [-2.08, -5.37, -0.22], [-4.90, -6.48, 0.71], [-3.68, -7.38, -0.27], [-3.31, -6.93, 1.41], [-3.71, 5.36, 2.67], [-3.61, 4.08, 3.42], [-3.26, 4.11, 4.58], [-3.86, 3.07, 2.79], [-3.45, 6.17, 3.34], [-3.02, 5.29, 1.83], [-4.73, 5.44, 2.30]], "nbo_charge": [-0.608, -0.458, -0.238, -0.419, 1.186, 0.287, -0.768, -0.231, -0.415, -0.454, -0.609, -0.627, -0.149, -0.429, -0.611, 0.207, 0.203, 0.194, 0.224, 0.212, 0.161, -0.017, -0.023, 0.152, 0.187, 0.218, 0.208, 0.198, 0.205, 0.207, 0.188, 0.207, 0.213, 0.213, 0.203, -0.493, 0.543, -0.380, -0.432, 0.239, 0.238, 0.269, -0.491, 0.539, -0.383, -0.390, 0.228, 0.218, 0.272, -0.490, 0.535, -0.361, -0.404, 0.261, 0.228, 0.228, -0.486, 0.533, -0.367, -0.369, 0.226, 0.231, 0.233, -0.489, 0.540, -0.377, -0.380, 0.225, 0.260, 0.227], "total_charge": -1, "relative_energy_kj_mol": 0.00, "homo_lumo_gap_ev": 6.936, "lumo_ev": 1.96}

=====

# 4
{"formula": "C14H35ClN2O8", "method": "ωB97M-V/def2-TZVPD", "elements": ["C", "C", "N", "C", "C", "N", "C", "C", "H", "H", "H", "H", "H", "H", "H", "H", "H", "H", "H", "Cl", "C", "C", "O", "O", "H", "H", "H", "H", "H", "H", "C", "C", "O", "O", "H", "H", "H", "H", "H", "H", "C", "C", "O", "O", "H", "H", "H", "H", "H", "H", "C", "C", "O", "O", "H", "H", "H", "H", "H", "H"], "coordinates": [[2.16, -5.32, 2.47], [1.86, -4.79, 1.07], [0.92, -3.68, 1.11], [1.21, -2.42, 1.59], [0.10, -1.67, 1.40], [-0.84, -2.48, 0.82], [-0.33, -3.69, 0.65], [-2.18, -2.05, 0.45], [2.70, -4.58, 3.05], [2.77, -6.22, 2.38], [1.25, -5.59, 3.00], [1.45, -5.56, 0.43], [2.79, -4.43, 0.62], [2.17, -2.17, 2.00], [-0.09, -0.64, 1.64], [-0.82, -4.54, 0.22], [-2.76, -2.88, 0.07], [-2.13, -1.24, -0.28], [-2.66, -1.69, 1.35], [-1.40, 1.35, 0.02], [2.11, -2.17, -1.94], [0.80, -1.80, -2.60], [0.54, -0.41, -2.58], [3.20, -1.89, -2.83], [2.11, -3.25, -1.72], [2.20, -1.61, -1.01], [0.00, -2.34, -2.06], [0.74, -2.11, -3.64], [0.51, -0.13, -1.65], [3.96, -2.41, -2.55], [-3.43, 2.83, 3.16], [-4.59, 2.53, 2.25], [-4.30, 2.71, 0.88], [-2.41, 1.83, 3.11], [-3.79, 2.88, 4.19], [-3.01, 3.82, 2.94], [-5.41, 3.21, 2.50], [-4.93, 1.51, 2.46], [-3.61, 2.09, 0.62], [-2.15, 1.74, 2.18], [2.53, 1.43, -0.29], [2.41, 2.91, -0.02], [3.00, 3.29, 1.22], [1.64, 0.64, 0.49], [3.55, 1.13, -0.02], [2.40, 1.28, -1.37], [1.36, 3.23, -0.06], [2.96, 3.45, -0.79], [2.35, 3.14, 1.91], [0.73, 0.94, 0.31], [-0.38, 3.31, -3.43], [-1.04, 4.39, -2.60], [-0.66, 4.31, -1.24], [-1.00, 2.04, -3.32], [0.66, 3.26, -3.09], [-0.37, 3.56, -4.49], [-2.13, 4.34, -2.69], [-0.70, 5.36, -2.96], [-0.84, 3.41, -0.94], [-1.14, 1.83, -2.39]], "nbo_charge": [-0.617, -0.209, -0.293, -0.046, -0.015, -0.274, 0.235, -0.423, 0.221, 0.232, 0.220, 0.218, 0.221, 0.253, 0.290, 0.236, 0.215, 0.277, 0.235, -0.885, -0.097, -0.076, -0.696, -0.713, 0.139, 0.177, 0.130, 0.201, 0.470, 0.464, -0.091, -0.088, -0.730, -0.753, 0.170, 0.169, 0.176, 0.151, 0.483, 0.486, -0.100, -0.101, -0.727, -0.800, 0.180, 0.174, 0.193, 0.179, 0.469, 0.496, -0.087, -0.092, -0.742, -0.729, 0.153, 0.174, 0.167, 0.172, 0.481, 0.479], "relative_energy_kj_mol": 77.87, "homo_lumo_gap_ev": 8.507, "lumo_ev": -0.37}

=====

Sequential calculated total energy output: -1669.39091 -5302.83889 -4904.44490 -1726.00966 Ha